#i
The following is a quantum chemistry calculation of a 7-piece molecular cluster, H14O7 overall, from the Open Molecules 2025 dataset.

Geometry as XYZ:
```
21
Properties=species:S:1:pos:R:3:nbo_charge:R:1
O 3.37 0.39 -1.23 -0.96
H 3.24 -0.19 -1.98 0.48
H 4.32 0.47 -1.14 0.48
O -0.38 -0.13 -1.11 -0.95
H -0.27 -0.10 -0.16 0.50
H 0.45 0.20 -1.45 0.48
O 0.66 -1.60 2.92 -0.97
H 1.08 -0.92 2.39 0.48
H 1.24 -1.71 3.68 0.46
O 1.69 0.39 1.48 -0.96
H 2.21 0.06 0.75 0.50
H 1.45 1.28 1.22 0.49
O -2.23 2.09 -1.97 -0.94
H -1.69 1.34 -1.72 0.48
H -1.80 2.84 -1.55 0.45
O -2.00 -2.09 -1.28 -0.97
H -1.44 -1.33 -1.46 0.48
H -1.48 -2.64 -0.70 0.46
O -2.87 0.79 0.80 -0.94
H -2.34 0.97 1.58 0.46
H -3.20 -0.10 0.93 0.48
```

## Properties
Net charge: 0
Spin multiplicity: 1
Kohn-Sham gap, Eh: 0.3802
SMILES: O.O.O.O.O.O.O

#ii
The following is a quantum chemistry calculation of a 7-piece molecular cluster, H14O7 overall, from the Open Molecules 2025 dataset.

Geometry as XYZ:
```
21
Properties=species:S:1:pos:R:3:nbo_charge:R:1
O -1.00 -0.32 -0.46 -0.97
H -0.90 0.55 0.01 0.49
H -0.33 -0.80 0.00 0.47
O -0.05 -2.86 -1.81 -0.94
H 0.31 -3.28 -0.95 0.47
H -0.34 -1.99 -1.56 0.47
O 0.51 -1.69 1.35 -0.95
H 1.07 -2.19 1.93 0.49
H 0.27 -0.97 1.91 0.49
O 0.33 1.28 1.96 -0.94
H 0.06 1.59 2.80 0.48
H 1.09 0.84 2.26 0.47
O -0.61 3.60 0.66 -0.96
H -0.18 2.81 0.99 0.48
H -0.08 3.94 -0.08 0.47
O -2.46 1.42 -2.56 -0.93
H -2.66 1.01 -3.43 0.46
H -2.13 0.62 -2.21 0.47
O 2.69 -1.39 -0.23 -0.96
H 2.53 -0.78 -0.92 0.47
H 1.88 -1.38 0.32 0.47
```

## Properties
Net charge: 0
Spin multiplicity: 1
Kohn-Sham gap, Eh: 0.3831
SMILES: O.O.O.O.O.O.O

#iii
The following is a quantum chemistry calculation of a 7-piece molecular cluster, H14O7 overall, from the Open Molecules 2025 dataset.

Geometry as XYZ:
```
21
Properties=species:S:1:pos:R:3:nbo_charge:R:1
O -3.84 -16.22 8.13 -1.00
H -3.41 -15.90 7.32 0.50
H -4.15 -17.12 7.90 0.50
O -1.60 -16.47 6.16 -0.95
H -0.92 -16.46 5.48 0.48
H -2.00 -17.35 6.10 0.47
O -5.42 -13.87 7.49 -0.96
H -5.13 -14.77 7.73 0.48
H -6.35 -13.82 7.75 0.47
O -1.44 -15.24 9.91 -0.95
H -2.28 -15.49 9.49 0.48
H -1.10 -14.53 9.36 0.47
O -4.44 -18.94 7.28 -0.96
H -4.65 -19.78 7.70 0.49
H -4.57 -19.09 6.34 0.48
O -6.61 -17.02 4.99 -0.93
H -6.46 -16.83 5.92 0.47
H -6.32 -17.93 4.87 0.46
O -5.31 -14.15 10.85 -0.94
H -5.45 -14.78 11.57 0.46
H -5.02 -14.68 10.10 0.47
```

## Properties
Net charge: 0
Spin multiplicity: 1
Kohn-Sham gap, Eh: 0.3785
SMILES: O.O.O.O.O.O.O

#iv
The following is a quantum chemistry calculation of a 7-piece molecular cluster, H14O7 overall, from the Open Molecules 2025 dataset.

Geometry as XYZ:
```
21
Properties=species:S:1:pos:R:3:nbo_charge:R:1
O 2.12 -2.03 0.81 -0.97
H 2.99 -1.74 1.09 0.48
H 2.07 -1.80 -0.13 0.50
O 0.24 0.11 4.25 -0.95
H 0.19 -0.32 3.39 0.48
H -0.37 0.84 4.17 0.46
O -0.60 0.87 -1.98 -1.00
H -1.40 0.37 -1.72 0.50
H -0.84 1.32 -2.80 0.48
O 0.80 2.93 -0.29 -0.96
H 0.75 2.38 0.51 0.48
H 0.17 2.51 -0.90 0.48
O 0.10 0.07 1.29 -0.98
H -0.59 -0.04 0.63 0.47
H 0.68 -0.70 1.19 0.50
O 1.36 -1.23 -1.94 -0.98
H 1.05 -1.45 -2.82 0.48
H 0.90 -0.40 -1.73 0.50
O -2.92 -0.50 -1.27 -0.96
H -3.44 0.16 -0.80 0.49
H -3.25 -1.35 -0.96 0.50
```

## Properties
Net charge: 0
Spin multiplicity: 1
Kohn-Sham gap, Eh: 0.3886
SMILES: O.O.O.O.O.O.O

What should be chosen as the most stable of them? Choose #iv.

#i
The following is a quantum chemistry calculation of a 7-piece molecular cluster, H14O7 overall, from the Open Molecules 2025 dataset.

Geometry as XYZ:
```
21
Properties=species:S:1:pos:R:3:nbo_charge:R:1
O 2.81 1.59 -0.46 -0.98
H 2.26 0.84 -0.25 0.50
H 3.40 1.17 -1.10 0.48
O -1.32 -2.10 -0.04 -0.98
H -1.66 -1.97 0.86 0.50
H -2.17 -2.27 -0.54 0.50
O -1.00 1.60 1.40 -0.99
H -0.33 2.22 1.60 0.49
H -1.27 1.71 0.50 0.49
O -0.62 -4.33 -1.53 -0.95
H -0.69 -3.67 -0.85 0.48
H -1.32 -4.96 -1.38 0.46
O 0.77 -0.27 0.48 -1.02
H 0.35 0.43 0.91 0.50
H 0.25 -1.08 0.31 0.50
O -1.73 0.83 -1.31 -0.98
H -1.32 0.05 -0.92 0.50
H -1.19 1.29 -1.95 0.49
O 1.25 3.11 1.35 -0.96
H 1.88 2.88 0.73 0.50
H 1.62 2.92 2.20 0.47
```

## Properties
Net charge: 0
Spin multiplicity: 1
Kohn-Sham gap, Eh: 0.4101
SMILES: O.O.O.O.O.O.O

#ii
The following is a quantum chemistry calculation of a 7-piece molecular cluster, H14O7 overall, from the Open Molecules 2025 dataset.

Geometry as XYZ:
```
21
Properties=species:S:1:pos:R:3:nbo_charge:R:1
H -2.72 1.29 -0.93 0.48
H -1.98 -0.02 -0.65 0.51
H -1.04 0.75 1.26 0.50
H -0.22 -0.57 1.44 0.50
H 1.04 1.38 1.38 0.51
H 2.51 1.10 1.00 0.44
H 1.23 2.02 -0.66 0.51
H -0.21 1.75 -1.38 0.51
H 1.57 0.21 -1.26 0.52
H 2.67 -0.09 -0.26 0.46
H 0.86 -1.49 -0.04 0.54
H 0.57 -2.91 0.88 0.50
H -1.70 -2.13 -0.12 0.51
H -3.17 -1.85 -0.47 0.48
O -1.90 0.95 -0.50 -1.00
O -0.28 0.37 1.78 -1.00
O 1.91 1.84 1.11 -0.97
O 0.77 1.78 -1.49 -1.01
O 2.09 -0.55 -0.83 -0.97
O 0.22 -2.08 0.54 -1.05
O -2.24 -1.74 -0.80 -0.95
```

## Properties
Net charge: 0
Spin multiplicity: 1
Kohn-Sham gap, Eh: 0.4190
SMILES: O.O.O.O.O.O.O

What should be chosen as the most stable of them? Choose #ii.

#i
The following is a quantum chemistry calculation of a 7-piece molecular cluster, H14O7 overall, from the Open Molecules 2025 dataset.

Geometry as XYZ:
```
21
Properties=species:S:1:pos:R:3:nbo_charge:R:1
H -0.50 -1.51 -0.42 0.47
H 0.80 -1.27 -0.97 0.47
H 1.63 -1.36 1.18 0.50
H 0.29 -0.75 1.72 0.52
H 3.30 -0.07 -1.79 0.50
H 2.65 -0.01 -0.34 0.48
H -2.98 1.10 -0.29 0.47
H -4.19 0.38 -0.02 0.45
H -0.41 0.29 -1.29 0.50
H 0.03 1.47 -0.46 0.50
H 1.80 2.31 1.05 0.48
H 1.39 0.82 0.61 0.49
H -2.39 -0.77 1.16 0.49
H -1.31 -0.11 0.71 0.50
O -0.07 -1.61 -1.20 -0.93
O 1.23 -0.51 1.50 -0.97
O 2.79 -0.58 -1.08 -0.97
O -3.47 0.42 -0.64 -0.92
O -0.80 1.02 -0.77 -1.01
O 1.67 1.77 0.26 -1.01
O -1.49 -1.03 1.09 -0.99
```

## Properties
Net charge: 0
Spin multiplicity: 1
Kohn-Sham gap, Eh: 0.4206
SMILES: O.O.O.O.O.O.O

#ii
The following is a quantum chemistry calculation of a 7-piece molecular cluster, H14O7 overall, from the Open Molecules 2025 dataset.

Geometry as XYZ:
```
21
Properties=species:S:1:pos:R:3:nbo_charge:R:1
H -0.54 0.82 0.96 0.46
H -0.82 0.95 -0.53 0.50
H -1.10 4.17 0.19 0.49
H 0.10 4.60 -0.64 0.46
H 1.48 -2.03 -2.27 0.48
H 2.06 -3.19 -1.48 0.47
H -1.76 -0.97 -0.97 0.48
H -0.48 -1.77 -0.83 0.47
H 0.71 2.71 -1.20 0.49
H 1.54 1.98 -0.16 0.46
H -1.95 -4.84 1.34 0.47
H -1.95 -3.44 0.75 0.46
H 2.33 -0.21 2.70 0.47
H 1.74 0.60 1.56 0.46
O -1.26 0.95 0.33 -0.97
O -0.62 3.96 -0.62 -0.94
O 1.85 -2.25 -1.41 -0.95
O -0.92 -1.14 -1.41 -0.96
O 0.92 1.83 -0.88 -0.95
O -2.09 -3.91 1.57 -0.93
O 1.94 0.65 2.50 -0.94
```

## Properties
Net charge: 0
Spin multiplicity: 1
Kohn-Sham gap, Eh: 0.3889
SMILES: O.O.O.O.O.O.O

What should be chosen as the most stable of them? Choose #i.

#i
The following is a quantum chemistry calculation of a 7-piece molecular cluster, H14O7 overall, from the Open Molecules 2025 dataset.

Geometry as XYZ:
```
21
Properties=species:S:1:pos:R:3:nbo_charge:R:1
O -1.17 -1.48 1.67 -0.97
O 0.54 -2.48 -0.80 -1.02
O 1.59 -0.13 -0.10 -1.01
O 0.44 0.68 2.15 -1.13
H -0.57 -0.72 1.58 0.47
H -0.78 -2.18 1.11 0.48
H 1.33 -2.80 -1.35 0.48
H 0.95 -1.66 -0.43 0.50
H 1.22 0.58 -0.72 0.49
H 1.34 0.09 0.82 0.50
H 0.18 -0.08 2.69 0.54
H 0.32 1.57 1.64 0.55
O 0.15 1.46 -1.80 -0.99
O -0.13 2.55 0.56 -0.94
O -1.45 -0.65 -1.57 -0.97
H 0.13 2.19 -0.34 0.50
H 0.60 3.06 0.90 0.48
H -0.42 2.21 -2.08 0.49
H -0.51 0.70 -1.87 0.53
H -1.26 -1.60 -1.20 0.53
H -2.34 -0.81 -1.73 0.47
```

## Properties
Net charge: 0
Spin multiplicity: 1
Kohn-Sham gap, Eh: 0.4159
SMILES: O.O.O.O.O.O.O

#ii
The following is a quantum chemistry calculation of H14O7 as an isolated structure, from the Open Molecules 2025 dataset.

Geometry as XYZ:
```
21
Properties=species:S:1:pos:R:3:nbo_charge:R:1
O -1.40 -0.55 2.16 -1.00
H -1.03 -0.27 1.32 0.41
H -1.47 -1.50 2.09 0.44
O -1.99 -0.10 -0.50 -0.88
H -1.40 -0.38 0.20 0.46
H -2.82 0.06 -0.06 0.49
O -0.28 -0.18 0.62 -0.93
H 0.15 -0.37 -0.22 0.53
H 0.39 0.29 1.12 0.51
O 1.80 -0.22 -0.70 -0.90
H 2.48 -0.26 -1.38 0.52
H 2.11 -0.82 -0.02 0.51
O -0.64 0.95 -1.33 -1.04
H -0.59 1.40 -0.48 0.44
H -1.39 0.36 -1.23 0.45
O 1.71 0.79 1.50 -0.92
H 1.48 1.56 2.03 0.50
H 2.07 1.16 0.69 0.50
O 0.20 -1.02 -1.95 -0.99
H -0.20 -0.32 -2.47 0.48
H 0.83 -0.58 -1.39 0.42
```

## Properties
Net charge: 0
Spin multiplicity: 1
Kohn-Sham gap, Eh: 0.3249

#iii
The following is a quantum chemistry calculation of a 7-piece molecular cluster, H14O7 overall, from the Open Molecules 2025 dataset.

Geometry as XYZ:
```
21
Properties=species:S:1:pos:R:3:nbo_charge:R:1
H 1.05 -0.99 0.72 0.47
H -0.38 -1.34 0.55 0.45
H -2.35 1.17 3.63 0.47
H -2.08 1.69 2.24 0.45
H -0.01 -1.08 -1.13 0.45
H -0.51 -0.32 -2.32 0.46
H 3.68 -1.20 -3.67 0.47
H 3.37 -1.81 -2.27 0.46
H -1.66 2.85 0.91 0.46
H -0.96 4.04 0.26 0.48
H 3.97 -2.78 0.72 0.46
H 3.57 -3.87 1.64 0.47
H -2.93 1.89 -0.90 0.49
H -4.29 1.87 -0.06 0.47
O 0.20 -0.62 0.85 -0.91
O -2.77 1.34 2.81 -0.92
O 0.23 -0.51 -1.86 -0.92
O 3.11 -1.89 -3.28 -0.93
O -1.45 3.19 0.03 -0.94
O 3.90 -2.97 1.71 -0.93
O -3.70 1.34 -0.57 -0.97
```

## Properties
Net charge: 0
Spin multiplicity: 1
Kohn-Sham gap, Eh: 0.4052
SMILES: O.O.O.O.O.O.O

#iv
The following is a quantum chemistry calculation of a 7-piece molecular cluster, H14O7 overall, from the Open Molecules 2025 dataset.

Geometry as XYZ:
```
21
Properties=species:S:1:pos:R:3:nbo_charge:R:1
O -12.60 25.37 -12.84 -0.96
H -13.31 25.84 -12.41 0.46
H -12.24 26.06 -13.36 0.48
O -8.68 29.79 -13.72 -1.00
H -9.09 28.96 -13.97 0.50
H -7.86 29.97 -14.20 0.49
O -14.22 26.06 -16.25 -0.93
H -13.35 26.36 -16.46 0.48
H -14.04 25.46 -15.52 0.49
O -12.30 27.65 -14.35 -0.99
H -13.20 27.87 -14.46 0.51
H -11.99 28.35 -13.80 0.51
O -9.82 27.58 -14.93 -1.00
H -10.78 27.51 -15.01 0.50
H -9.34 26.86 -15.38 0.49
O -15.24 27.41 -14.26 -0.99
H -15.94 26.83 -14.01 0.47
H -15.00 27.08 -15.16 0.49
O -10.87 29.34 -12.23 -0.97
H -10.40 28.73 -11.66 0.48
H -10.29 29.59 -12.94 0.49
```

## Properties
Net charge: 0
Spin multiplicity: 1
Kohn-Sham gap, Eh: 0.4230
SMILES: O.O.O.O.O.O.O

What should be chosen as the most stable of them? Choose #iv.